Molecular formula: C31H54AsO4P2S4SbSn
Method: DFT, ωB97M-V/def2-TZVPD

Calculated values
Orbital gap (Eh): 0.2342
Multiplicity: 1
ΔE to the lowest compared entry with this formula, charge and spin (kJ/mol): 0.0
Charge: -2

Geometry (Å):
Sn -1.0351 -0.4528 1.0292
S -1.1712 1.5437 5.5422
Sb -1.0065 -0.4921 4.5369
S -2.7618 -0.9601 3.0119
S 0.6917 -0.3442 2.7891
S -0.5144 -2.2882 5.8448
C 1.5207 -3.3219 -0.2150
C 0.1873 -3.7427 -0.8488
C -0.1556 -2.8084 -2.0133
C 0.3629 -5.1691 -1.3775
P -1.0432 -3.4760 0.5364
C -0.5334 -4.7126 1.7840
C -0.0384 -4.2103 2.9836
C 0.3752 -5.0684 3.9969
C 0.2954 -6.4381 3.8210
C -0.2085 -6.9558 2.6307
C -0.6191 -6.1003 1.6229
C -2.7894 -3.9705 0.0309
C -3.5411 -4.3375 1.3172
C -3.4523 -2.7174 -0.5601
C -2.9274 -5.1080 -0.9819
H 2.2930 -3.2764 -0.9836
H 1.8204 -4.0340 0.5584
H 1.4760 -2.3248 0.2231
H 0.6740 -2.8128 -2.7259
H -0.2771 -1.7763 -1.6827
H -1.0590 -3.1329 -2.5376
H 1.1766 -5.1591 -2.1099
H -0.5267 -5.5521 -1.8777
H 0.6477 -5.8608 -0.5849
H 0.0189 -3.1400 3.1461
H 0.7244 -4.6387 4.9267
H 0.6109 -7.1083 4.6123
H -0.2839 -8.0282 2.4907
H -1.0098 -6.5206 0.7065
H -3.4114 -3.5724 2.0864
H -3.2090 -5.2941 1.7215
H -4.6099 -4.4121 1.0887
H -3.5182 -1.9228 0.1846
H -4.4721 -2.9681 -0.8724
H -2.9153 -2.3343 -1.4293
H -2.4598 -6.0327 -0.6455
H -2.5051 -4.8409 -1.9513
H -3.9937 -5.3133 -1.1306
C -2.2235 4.3036 3.0160
As -1.7616 2.7730 1.8864
C -2.6837 3.4135 0.2624
C 0.1025 3.2967 1.4116
C 0.3207 4.7351 1.0983
C 0.6989 5.6352 2.0960
C 0.8815 6.9814 1.8177
C 0.6921 7.4633 0.5293
C 0.3211 6.5793 -0.4753
C 0.1385 5.2336 -0.1937
H -2.0179 5.2488 2.5124
H -1.6683 4.2206 3.9465
H -3.2852 4.2289 3.2535
H -2.5961 4.4927 0.1255
H -3.7370 3.1430 0.3501
H -2.2712 2.9006 -0.6079
H 0.3928 2.6457 0.5823
H 0.6837 2.9821 2.2813
H 0.8477 5.2643 3.1036
H 1.1757 7.6571 2.6123
H 0.8379 8.5138 0.3089
H 0.1793 6.9379 -1.4882
H -0.1391 4.5497 -0.9873
C 0.7644 2.9395 -4.1152
C 0.1028 1.6487 -3.6367
C -0.8018 1.9344 -2.4432
C -0.7105 1.0177 -4.7620
O 1.1374 0.7004 -3.3553
P 1.8799 0.4166 -1.9402
O 2.9669 -0.5512 -2.2238
O 0.8460 0.1249 -0.8924
O 2.4781 1.9114 -1.6680
C 3.6285 2.1418 -0.8239
C 4.8918 1.8556 -1.6322
C 3.5918 1.2922 0.4417
C 3.5534 3.6190 -0.4680
H 0.0088 3.6689 -4.4202
H 1.4160 2.7274 -4.9649
H 1.3677 3.3619 -3.3124
H -1.5887 2.6280 -2.7544
H -0.2314 2.3871 -1.6327
H -1.2547 1.0200 -2.0618
H -1.4987 1.6955 -5.0988
H -1.1668 0.0910 -4.4108
H -0.0579 0.7834 -5.6047
H 4.8887 0.8147 -1.9512
H 5.7815 2.0549 -1.0282
H 4.9180 2.4957 -2.5173
H 3.6614 0.2316 0.2012
H 2.6701 1.4522 1.0007
H 4.4377 1.5600 1.0799
H 3.5417 4.2245 -1.3769
H 4.4162 3.9090 0.1360
H 2.6459 3.8297 0.0998

Atomic forces in eV per Å
Sn -0.366 -0.006 0.316
S -0.050 0.061 -0.074
Sb 0.223 0.044 0.047
S 0.059 -0.044 -0.255
S 0.019 -0.007 -0.105
S -0.070 0.133 0.130
C 0.050 0.109 -0.006
C -0.011 -0.143 -0.029
C 0.003 -0.023 0.025
C 0.007 0.003 -0.029
P 0.043 0.033 -0.043
C -0.044 0.012 0.041
C 0.007 -0.008 -0.048
C 0.021 -0.040 0.021
C -0.010 0.002 -0.038
C 0.007 -0.002 0.002
C -0.009 -0.007 0.012
C -0.012 -0.018 -0.006
C -0.013 0.016 -0.019
C -0.007 -0.028 0.017
C -0.025 0.014 -0.007
H 0.052 -0.038 -0.089
H 0.020 0.055 -0.020
H -0.035 0.071 0.034
H -0.001 0.030 -0.013
H 0.010 0.026 -0.006
H -0.003 -0.016 0.005
H 0.002 0.005 -0.014
H 0.048 0.004 0.014
H 0.015 0.009 -0.012
H 0.005 -0.057 0.006
H -0.005 0.016 -0.036
H 0.002 -0.002 0.002
H -0.004 -0.005 -0.004
H -0.018 -0.008 0.012
H 0.019 -0.011 0.009
H 0.002 0.007 0.009
H -0.008 -0.005 -0.003
H 0.012 0.012 0.005
H -0.004 0.004 -0.007
H 0.012 0.018 0.005
H -0.007 0.003 0.005
H -0.012 0.008 0.000
H -0.007 0.002 -0.001
C -0.116 -0.106 0.044
As 0.106 0.021 -0.155
C 0.053 -0.030 -0.012
C 0.029 -0.072 0.094
C -0.028 0.030 -0.034
C -0.027 -0.004 0.004
C 0.004 0.009 0.002
C 0.002 -0.010 -0.001
C -0.005 -0.001 -0.008
C -0.025 -0.003 0.013
H 0.007 -0.007 0.015
H 0.053 0.012 0.066
H -0.006 0.020 -0.008
H 0.029 0.004 0.006
H -0.011 0.026 0.006
H -0.073 0.037 0.092
H -0.014 -0.012 -0.034
H 0.012 -0.004 -0.012
H 0.006 -0.001 0.004
H 0.003 0.001 -0.001
H 0.002 0.002 0.002
H 0.003 -0.006 -0.001
H 0.014 -0.003 -0.007
C -0.027 0.018 0.009
C 0.037 -0.010 0.030
C 0.045 0.044 -0.108
C 0.008 -0.004 0.005
O -0.094 0.006 -0.096
P -0.057 -0.155 0.014
O -0.018 -0.037 0.049
O 0.179 0.013 0.122
O 0.080 0.037 0.148
C -0.006 0.039 -0.070
C -0.026 -0.026 -0.006
C -0.022 -0.020 -0.007
C -0.034 0.028 0.036
H -0.008 -0.003 -0.004
H 0.009 0.001 -0.001
H 0.015 0.003 -0.007
H 0.014 -0.003 -0.025
H -0.019 -0.043 0.009
H 0.007 0.002 0.025
H 0.004 0.004 0.006
H 0.000 -0.004 -0.001
H 0.002 -0.002 -0.005
H 0.005 -0.020 -0.011
H -0.016 0.006 0.007
H -0.003 -0.001 -0.005
H -0.008 -0.018 -0.021
H -0.039 0.008 0.002
H -0.007 0.007 0.003
H -0.011 0.006 -0.001
H 0.009 0.000 0.000
H 0.044 -0.004 -0.019

Molecular formula: C31H54BrFN2O14S
Method: DFT, ωB97M-V/def2-TZVPD

Calculated values
Orbital gap (Eh): 0.3488
Multiplicity: 1

Geometry (Å):
C -1.1627 3.2275 0.7052
C -1.7123 2.4884 1.9371
S -2.1379 0.7684 1.5578
C -3.6543 0.9478 0.5337
C -3.8753 -0.1998 -0.4971
C -2.7161 -1.1214 -0.4554
N -1.8773 -1.8955 -0.3383
C -3.8899 0.3775 -1.9293
C -2.5577 1.0259 -2.3350
C -1.6112 0.1043 -3.1455
C -0.1995 0.1174 -2.5350
C 0.6192 -1.1766 -2.7768
C 1.3834 -1.5262 -1.4858
C 2.7070 -2.2853 -1.7010
C 3.7943 -1.8956 -0.6775
C 3.2615 -1.6138 0.7243
O 3.1764 -0.1899 0.9202
C 2.0199 0.2130 1.6203
C -5.1454 -1.0213 -0.1892
F -5.5371 -1.7146 -1.3241
C -6.2612 -0.1034 0.1300
N -7.0392 0.6570 0.4929
C -4.9970 -1.9946 1.0074
C -4.7358 -3.4211 0.6012
O -4.1455 -3.8023 -0.3413
Br -5.4577 -4.7672 1.8462
H -0.5719 4.0795 1.0374
H -0.5327 2.5775 0.1093
H -2.0014 3.6208 0.1348
H -2.5306 3.0370 2.3956
H -0.9166 2.4439 2.6760
H -3.5392 1.8878 0.0059
H -4.4816 1.0388 1.2288
H -4.6622 1.1493 -1.9356
H -4.1413 -0.3894 -2.6537
H -2.0281 1.4556 -1.4899
H -2.8174 1.8564 -2.9896
H -2.0155 -0.9065 -3.1601
H -1.5689 0.4486 -4.1759
H 0.3670 0.9377 -2.9704
H -0.3095 0.2283 -1.4605
H -0.0365 -1.9884 -3.0774
H 1.3687 -0.9907 -3.5430
H 0.7549 -2.1576 -0.8645
H 1.5949 -0.5888 -0.9827
H 3.0588 -2.1893 -2.7262
H 2.5182 -3.3491 -1.5476
H 4.3533 -1.0394 -1.0393
H 4.4601 -2.7538 -0.5917
H 3.9587 -1.9842 1.4778
H 2.2827 -2.0538 0.9100
H 1.1117 -0.2301 1.2021
H 1.9325 1.2922 1.5129
H 2.0694 -0.0540 2.6799
H -5.9320 -1.9923 1.5608
H -4.2468 -1.6304 1.7077
C -2.4866 -6.1924 2.8090
O -1.8090 -5.9416 4.0431
C -1.2897 -7.0290 4.6129
O -1.3557 -8.1508 4.1862
O -0.6853 -6.6565 5.7432
C -0.0802 -7.7323 6.4621
H -2.8569 -5.2450 2.4471
H -1.8013 -6.6083 2.0709
H -3.3243 -6.8693 2.9631
H 0.6925 -8.2091 5.8621
H -0.8281 -8.4647 6.7601
H 0.3700 -7.2956 7.3490
C -0.2041 8.8664 -0.1613
O 0.2544 9.1896 1.1534
C 0.9311 8.2101 1.7503
O 1.1687 7.1259 1.2836
O 1.3007 8.6392 2.9567
C 2.0417 7.6839 3.7190
H -0.7409 9.7310 -0.5400
H 0.6350 8.6571 -0.8228
H -0.8819 8.0151 -0.1307
H 2.9670 7.4199 3.2106
H 1.4461 6.7913 3.9005
H 2.2746 8.1601 4.6668
C 3.2883 7.4505 -5.8820
O 4.1808 7.3583 -4.7702
C 3.7424 7.9593 -3.6647
O 2.6969 8.5448 -3.5467
O 4.6602 7.7991 -2.7125
C 4.3136 8.4034 -1.4661
H 3.7650 6.9248 -6.7041
H 2.3371 6.9741 -5.6520
H 3.1290 8.4900 -6.1622
H 3.3996 7.9662 -1.0664
H 4.2010 9.4804 -1.5788
H 5.1288 8.2076 -0.7756
C 0.4417 -5.9964 -0.4128
O 1.5802 -6.5167 -1.1020
C 1.9752 -7.7165 -0.6766
O 1.4649 -8.3574 0.2036
O 3.0365 -8.0831 -1.3971
C 3.5683 -9.3612 -1.0444
H 0.2222 -5.0232 -0.8448
H -0.4201 -6.6465 -0.5527
H 0.6546 -5.8654 0.6470
H 2.8271 -10.1427 -1.2007
H 3.9045 -9.3657 -0.0093
H 4.4172 -9.5332 -1.6999

Atomic forces in eV per Å
C -0.482 0.218 0.703
C 0.379 0.191 -0.655
S -0.063 -0.238 0.180
C 0.536 0.155 0.566
C 1.192 -0.025 -0.431
C -0.329 -0.409 0.387
N 0.095 0.071 -0.175
C -0.103 0.621 0.270
C -0.239 -0.046 -0.961
C 0.196 0.338 0.680
C -0.262 -1.044 -0.738
C 0.219 0.597 0.720
C 0.343 -0.411 -0.837
C -0.303 -0.133 0.648
C -0.448 -0.685 -0.213
C 0.458 0.903 0.155
O -0.418 -0.203 -0.243
C 0.063 -0.012 -0.044
C -0.312 -0.155 -0.115
F 0.122 -0.006 0.232
C 0.186 0.307 0.111
N -0.146 -0.084 -0.129
C -0.879 0.111 0.097
C 0.575 -0.414 -0.206
O -0.107 0.057 -0.017
Br -0.297 0.423 -0.004
H 0.047 0.126 -0.068
H 0.017 -0.064 -0.165
H 0.126 -0.033 -0.397
H -0.189 -0.076 0.027
H -0.019 -0.372 0.197
H -0.212 0.074 -0.162
H -0.220 -0.005 -0.131
H -0.224 -0.122 -0.101
H -0.172 -0.090 0.007
H 0.005 -0.007 0.194
H -0.016 0.239 0.120
H 0.076 -0.159 0.042
H -0.072 -0.080 -0.165
H 0.003 0.354 0.382
H 0.102 0.269 0.152
H 0.018 -0.173 -0.162
H -0.122 -0.145 -0.357
H -0.257 0.341 0.304
H 0.030 0.098 0.228
H 0.176 0.159 -0.042
H -0.074 -0.137 -0.206
H 0.181 0.184 0.194
H 0.349 0.115 -0.125
H -0.009 -0.208 0.060
H -0.066 -0.204 -0.091
H -0.057 -0.110 -0.069
H 0.097 0.095 0.117
H 0.030 0.039 0.103
H -0.070 -0.030 0.082
H 0.294 -0.156 -0.019
C 0.139 -0.165 -0.173
O 0.018 0.062 -0.014
C -0.006 0.053 0.015
O -0.014 -0.004 0.015
O -0.004 0.030 -0.005
C 0.116 -0.070 0.167
H 0.102 0.186 0.171
H -0.004 -0.139 0.082
H 0.047 -0.069 -0.011
H -0.072 -0.057 -0.048
H 0.005 -0.044 -0.092
H -0.045 0.116 -0.042
C -0.103 -0.021 -0.309
O 0.003 0.009 0.008
C -0.044 0.144 0.033
O 0.010 -0.033 -0.011
O 0.011 -0.009 0.015
C 0.100 -0.043 0.174
H 0.047 0.111 0.198
H 0.000 -0.102 0.033
H 0.094 -0.072 0.002
H -0.049 -0.067 -0.057
H 0.024 -0.036 -0.089
H -0.064 0.106 -0.044
C -0.048 -0.044 -0.206
O 0.012 0.005 0.015
C 0.055 -0.055 -0.005
O -0.008 -0.005 0.002
O 0.016 0.003 -0.010
C -0.003 0.100 0.320
H 0.101 -0.025 0.083
H -0.030 0.082 0.048
H -0.068 0.010 0.073
H -0.054 0.055 -0.061
H -0.118 -0.018 -0.054
H 0.099 -0.121 -0.154
C -0.224 0.248 0.036
O 0.026 0.057 -0.013
C 0.024 0.041 -0.044
O 0.003 -0.004 0.004
O 0.001 0.022 -0.013
C 0.144 -0.153 -0.032
H 0.142 -0.028 -0.133
H 0.037 -0.072 0.105
H -0.004 -0.156 0.023
H -0.042 0.020 0.091
H -0.096 -0.018 0.032
H -0.026 0.118 -0.054

Molecular formula: C31H54BrIrNO9SbSi
Method: DFT, ωB97M-V/def2-TZVPD

Calculated values
Orbital gap (alpha / beta) (Eh): 0.3246 / 0.2002
Multiplicity: 6
ΔE to the lowest compared entry with this formula, charge and spin (kJ/mol): 69.9
Charge: +1

Geometry (Å):
Ir -0.6083 0.1347 -0.1302
O 2.5038 -2.5779 0.7049
C 1.6770 -1.7809 1.0671
O 1.3762 -0.5985 0.7267
C 0.7716 -2.3894 2.3306
C 0.1968 -1.2227 3.1319
C -0.3659 -1.7586 4.4524
C -1.6245 -2.5202 3.9636
C -1.5807 -2.2436 2.4534
O -1.0065 -0.9174 2.3896
C -0.4589 -3.0968 1.8521
C -0.5845 -3.0692 0.1998
O -0.1862 -4.0847 -0.3073
O -1.1120 -2.0114 -0.2748
H 1.4799 -3.0147 2.8630
H 0.8440 -0.3562 3.1939
H -0.6337 -0.9245 5.1005
H 0.3524 -2.3830 4.9819
H -2.5392 -2.1153 4.3935
H -1.5951 -3.5869 4.1790
H -2.5300 -2.2810 1.9314
H -0.4995 -4.1505 2.0948
Br -3.4741 0.4089 -0.7139
C -2.7566 1.8583 -1.7214
C -3.5092 2.5299 -2.6558
C -2.8724 3.5539 -3.3416
C -1.5359 3.8202 -3.0925
C -0.8815 3.0832 -2.1260
N -1.5023 2.1279 -1.4262
H -4.5420 2.2651 -2.8361
H -3.4220 4.1263 -4.0768
H -1.0034 4.5860 -3.6431
H 0.1601 3.2526 -1.8841
C 2.0016 -2.7295 -2.3701
C 1.2860 -2.6067 -3.7042
C -0.1105 -3.2167 -3.5935
C 2.0827 -3.3051 -4.7934
O 1.1833 -1.2259 -4.0870
Si 0.5337 0.1458 -3.5164
O 0.1811 0.1008 -1.9303
O -0.8343 0.5621 -4.3123
C -1.4663 0.1739 -5.5528
C -2.0421 1.4424 -6.1715
C -0.4921 -0.4463 -6.5513
C -2.5968 -0.7943 -5.2243
O 1.5697 1.3700 -3.8348
C 2.8844 1.7005 -3.3562
C 2.7600 2.8932 -2.4140
C 3.7087 2.0770 -4.5788
C 3.5387 0.5308 -2.6261
H 1.9396 -3.7523 -1.9968
H 1.5316 -2.0628 -1.6467
H 3.0549 -2.4560 -2.4641
H -0.0464 -4.2581 -3.2713
H -0.6147 -3.1834 -4.5628
H -0.7023 -2.6604 -2.8569
H 2.2631 -4.3470 -4.5202
H 3.0421 -2.8030 -4.9320
H 1.5407 -3.2786 -5.7414
H -1.2432 2.1667 -6.3532
H -2.7774 1.8883 -5.5016
H -2.5317 1.2081 -7.1189
H 0.3399 0.2382 -6.7420
H -1.0115 -0.6468 -7.4896
H -0.0806 -1.3775 -6.1706
H -3.3119 -0.3152 -4.5484
H -2.1975 -1.6801 -4.7267
H -3.1209 -1.1048 -6.1306
H 2.2076 3.6988 -2.9065
H 3.7480 3.2646 -2.1305
H 2.2282 2.5878 -1.5048
H 3.2743 2.9498 -5.0732
H 3.7095 1.2438 -5.2850
H 4.7391 2.3036 -4.2956
H 2.9143 0.1959 -1.7908
H 4.5160 0.8223 -2.2375
H 3.6727 -0.3044 -3.3153
C -0.9743 5.2322 2.0476
C -0.8881 4.1670 0.9546
Sb -0.8650 2.1604 1.7365
C -2.8083 2.2993 2.6673
C -3.3910 0.9939 3.2086
C 0.5029 2.4886 3.3664
C 1.8875 2.8641 2.8356
H -1.0826 6.2176 1.5914
H -0.0749 5.2568 2.6658
H -1.8351 5.0797 2.7013
H 0.0052 4.3056 0.3423
H -1.7555 4.2140 0.2942
H -3.4535 2.7218 1.8964
H -2.7018 3.0390 3.4602
H -3.5091 0.2546 2.4152
H -4.3768 1.1732 3.6458
H -2.7539 0.5653 3.9830
H 0.5432 1.5973 3.9898
H 0.0553 3.2897 3.9547
H 2.3110 2.0690 2.2194
H 2.5723 3.0427 3.6658
H 1.8529 3.7762 2.2374

Atomic forces in eV per Å
Ir 0.638 -0.332 -0.596
O -0.172 0.178 0.140
C -0.017 0.617 -0.279
O 0.218 -0.712 0.238
C -0.069 -0.090 0.082
C -0.117 -0.022 -0.079
C -0.039 -0.100 -0.061
C 0.031 0.082 -0.007
C 0.153 -0.050 0.227
O 0.064 0.010 0.010
C -0.069 0.290 -0.461
C 0.047 0.007 0.380
O -0.169 0.324 -0.094
O 0.151 -0.110 0.031
H 0.021 -0.015 -0.010
H -0.036 0.063 -0.025
H 0.009 0.001 0.004
H -0.035 -0.014 0.000
H 0.024 0.029 0.028
H 0.003 0.000 0.004
H 0.000 0.081 -0.059
H 0.030 -0.093 0.012
Br -0.143 -0.058 -0.032
C 0.203 0.107 0.163
C -0.203 0.044 -0.027
C -0.063 -0.037 -0.030
C 0.062 0.121 -0.064
C 0.004 -0.063 0.108
N -0.198 0.056 -0.325
H 0.045 0.024 -0.018
H 0.024 -0.014 -0.034
H -0.046 -0.062 0.065
H -0.048 -0.055 -0.071
C 0.101 0.171 0.014
C -0.217 -0.346 0.130
C -0.013 0.202 -0.051
C -0.005 0.116 -0.128
O 0.082 0.042 0.200
Si 0.171 0.159 -1.211
O -0.306 -0.169 1.283
O -0.042 -0.187 0.136
C -0.105 0.069 -0.206
C 0.112 0.086 0.108
C 0.151 0.030 0.265
C 0.110 -0.016 0.202
O -0.036 0.077 0.295
C 0.164 -0.047 0.021
C -0.135 -0.057 0.017
C -0.091 -0.005 -0.089
C -0.216 -0.102 -0.106
H 0.011 0.060 0.001
H 0.037 -0.072 0.024
H -0.054 0.019 0.041
H -0.018 0.086 -0.002
H 0.012 -0.007 0.073
H 0.018 -0.118 -0.067
H -0.014 0.059 -0.024
H -0.010 -0.055 0.012
H 0.041 -0.022 0.023
H -0.078 -0.041 -0.007
H -0.019 0.025 -0.009
H 0.025 0.038 0.049
H -0.066 -0.056 -0.024
H 0.026 0.040 0.029
H 0.011 -0.046 -0.037
H 0.017 -0.038 -0.052
H -0.073 0.033 -0.050
H 0.025 0.032 0.045
H 0.072 -0.018 0.042
H -0.091 -0.020 -0.002
H 0.059 0.063 -0.022
H 0.051 -0.067 0.014
H 0.041 0.063 0.028
H -0.060 0.005 -0.029
H 0.081 0.019 -0.020
H -0.043 0.015 -0.009
H 0.015 -0.001 0.060
C 0.024 -0.062 -0.066
C 0.131 -0.094 0.089
Sb -0.270 0.278 0.072
C 0.156 -0.385 -0.052
C -0.011 0.167 -0.003
C 0.007 -0.169 -0.318
C -0.087 -0.031 0.132
H 0.008 -0.005 0.038
H -0.052 -0.003 -0.020
H 0.037 0.019 -0.018
H -0.074 0.002 -0.006
H 0.047 -0.008 0.000
H -0.016 0.057 -0.016
H 0.008 0.043 -0.005
H 0.032 -0.016 0.047
H 0.071 0.003 -0.027
H -0.023 -0.031 -0.029
H -0.056 0.016 0.040
H 0.004 -0.005 0.025
H -0.006 0.002 -0.019
H 0.014 0.012 -0.031
H 0.013 -0.019 -0.020

no.,total energy (Eh)
1,-6480.7386
2,-5448.5050
3,-5153.4518